Entry 1:
Formula: C30H95N15O15
Source: OMol25
Level of theory: ωB97M-V/def2-TZVPD

```
! wB97M-V def2-TZVPD RIJCOSX def2/J DEFGRID3
* xyz 0 1
C 0.012 -2.173 -5.601
O 0.235 -1.331 -6.724
H 0.907 -2.085 -4.971
H -0.757 -1.782 -4.932
H -0.207 -3.212 -5.846
H 0.936 -1.685 -7.277
C -3.838 2.141 -0.508
O -4.743 3.202 -0.301
H -3.083 2.162 0.287
H -4.292 1.149 -0.449
H -3.334 2.150 -1.478
H -4.309 4.032 -0.513
C -2.285 2.024 -5.405
O -2.658 2.051 -4.036
H -2.209 3.077 -5.713
H -1.291 1.616 -5.621
H -3.076 1.568 -5.995
H -2.024 2.595 -3.533
C -3.623 -1.104 -3.103
O -4.509 -1.644 -2.106
H -4.102 -0.239 -3.552
H -2.636 -0.863 -2.696
H -3.420 -1.901 -3.826
H -5.142 -0.942 -1.943
C 3.983 -1.326 -1.710
O 3.011 -1.095 -2.700
H 3.412 -1.514 -0.780
H 4.533 -2.254 -1.876
H 4.600 -0.472 -1.437
H 2.397 -1.845 -2.794
C -2.678 0.442 4.535
O -1.524 0.124 4.829
N -3.773 -0.290 4.885
N -2.934 1.503 3.720
H -3.634 -0.997 5.582
H -4.680 0.036 4.614
H -2.099 1.954 3.389
H -3.819 1.540 3.250
C 2.011 1.882 -6.723
O 2.894 2.726 -6.828
N 1.948 0.986 -5.724
N 0.898 1.880 -7.562
H 1.141 0.400 -5.620
H 2.709 1.088 -5.076
H 0.744 2.650 -8.182
H 0.330 1.054 -7.632
C 4.246 2.859 1.754
O 3.971 4.052 1.805
N 4.015 2.099 0.613
N 4.670 2.097 2.809
H 3.477 2.487 -0.134
H 4.323 1.150 0.671
H 4.983 1.155 2.673
H 5.071 2.562 3.606
C 0.413 -3.881 -2.443
O 1.502 -3.289 -2.539
N 0.351 -5.153 -2.936
N -0.697 -3.371 -1.874
H 1.213 -5.398 -3.390
H -0.508 -5.646 -3.094
H -1.366 -4.085 -1.639
H -0.648 -2.410 -1.585
C 0.520 5.188 0.339
O 0.140 5.771 -0.677
N 1.403 4.142 0.323
N -0.098 5.338 1.553
H 1.610 3.748 -0.576
H 1.889 3.951 1.185
H 0.232 4.814 2.356
H -0.653 6.164 1.685
C 1.451 -6.592 4.024
C 0.709 -5.901 5.186
C -0.195 -4.784 4.692
O 0.579 -3.800 4.061
C 0.025 -2.526 3.943
N -0.062 -6.853 6.037
H 1.972 -7.482 4.363
H 2.068 -5.822 3.563
H 0.682 -6.886 3.302
H 1.434 -5.521 5.911
H -0.726 -4.316 5.530
H -0.929 -5.157 3.960
H 0.610 -1.858 3.329
H -0.178 -1.978 4.869
H -0.963 -2.638 3.468
H 0.434 -7.734 6.128
H -0.841 -7.115 5.424
C -1.548 -0.479 1.048
C -0.268 -0.153 0.278
C -0.260 1.155 -0.472
O -0.762 1.026 -1.783
C -0.008 0.400 -2.760
N 0.731 -0.031 1.383
H -1.749 0.292 1.786
H -1.498 -1.479 1.476
H -2.377 -0.489 0.330
H 0.143 -1.014 -0.261
H 0.726 1.617 -0.616
H -0.803 1.900 0.115
H 1.004 0.784 -2.915
H -0.503 0.417 -3.733
H 0.089 -0.682 -2.578
H 1.705 -0.058 1.089
H 0.699 -0.819 2.018
C -0.787 -5.859 1.022
C -2.061 -6.363 1.714
C -3.122 -5.282 1.506
O -3.458 -5.115 0.125
C -3.808 -3.769 -0.190
N -2.399 -7.659 1.108
H 0.057 -6.530 1.189
H -0.476 -4.990 1.620
H -0.920 -5.578 -0.016
H -1.834 -6.536 2.767
H -2.698 -4.330 1.851
H -4.071 -5.396 2.041
H -3.041 -3.082 0.190
H -4.750 -3.486 0.283
H -3.782 -3.736 -1.271
H -3.391 -7.803 1.307
H -2.402 -7.605 0.093
C -0.714 5.780 -4.192
C -0.149 4.396 -3.891
C 1.390 4.466 -3.703
O 1.786 3.164 -3.331
C 3.040 2.931 -2.719
N -0.767 3.918 -2.627
H -0.866 6.393 -3.303
H -1.704 5.675 -4.642
H -0.069 6.377 -4.841
H -0.272 3.716 -4.734
H 1.642 5.131 -2.862
H 1.941 4.772 -4.602
H 2.873 2.018 -2.137
H 3.398 3.754 -2.097
H 3.749 2.636 -3.498
H -0.345 4.481 -1.872
H -0.324 2.998 -2.556
C 3.425 3.918 6.644
C 2.825 3.879 5.213
C 1.317 4.032 5.334
O 0.698 4.007 4.035
C 0.553 2.656 3.590
N 3.374 5.075 4.536
H 4.510 3.858 6.681
H 2.983 3.114 7.239
H 3.090 4.867 7.064
H 3.148 2.955 4.729
H 1.091 4.966 5.842
H 0.927 3.194 5.920
H -0.115 2.099 4.252
H 1.511 2.145 3.475
H 0.094 2.749 2.602
H 3.050 4.970 3.577
H 4.383 4.986 4.536
*
```

Results
Lowest unoccupied orbital energy (hartree): 0.003
Relative energy (zero: lowest compared OMol25 entry of this formula, charge and spin) (kcal per mole): 0.0
DFT total energy (a.u.): -3149.945577
HOMO-LUMO gap (eV): 9.0209

Entry 2:
Formula: C30H96O38P8
Source: OMol25
Level of theory: ωB97M-V/def2-TZVPD

```
! wB97M-V def2-TZVPD RIJCOSX def2/J DEFGRID3
* xyz 0 1
C -0.793 3.347 2.105
O -0.661 4.652 2.778
P -0.840 4.668 4.388
O -2.223 4.317 4.814
O 0.406 3.844 4.983
C 1.719 4.159 4.615
O -0.457 6.180 4.796
C -1.251 7.262 4.381
H -1.613 3.421 1.391
H -1.080 2.503 2.732
H 0.094 3.112 1.517
H 2.294 4.401 5.509
H 1.798 5.056 4.000
H 2.186 3.406 3.980
H -2.228 7.005 3.972
H -0.656 7.712 3.586
H -1.329 7.876 5.278
C -2.401 -1.795 5.445
O -2.563 -0.379 5.683
P -3.889 0.380 5.147
O -5.046 -0.500 4.843
O -3.277 1.341 3.925
C -3.315 0.968 2.539
O -4.204 1.449 6.385
C -3.252 2.090 7.096
H -2.687 -2.025 4.418
H -3.054 -2.358 6.112
H -1.367 -2.123 5.550
H -2.385 0.471 2.264
H -3.697 1.788 1.931
H -4.133 0.260 2.410
H -2.272 1.687 6.843
H -3.554 1.874 8.121
H -3.271 3.143 6.813
C -2.314 -6.557 4.656
O -2.507 -6.611 3.234
P -3.324 -5.330 2.536
O -3.587 -5.455 1.050
O -2.516 -4.015 2.998
C -1.182 -3.894 2.606
O -4.636 -5.167 3.497
C -5.852 -5.867 3.212
H -2.530 -5.586 5.102
H -1.274 -6.766 4.908
H -2.845 -7.386 5.124
H -0.878 -3.129 1.891
H -0.716 -4.768 2.151
H -0.641 -3.728 3.538
H -5.792 -6.346 2.235
H -6.691 -5.171 3.208
H -6.025 -6.633 3.968
C -2.143 -7.475 -1.032
O -1.009 -8.045 -0.521
P 0.484 -7.448 -0.650
O 0.715 -6.323 0.398
O 1.466 -8.746 -0.543
C 2.889 -8.550 -0.369
O 0.545 -6.918 -2.165
C 1.582 -6.102 -2.625
H -2.892 -7.462 -0.240
H -2.424 -8.108 -1.874
H -1.995 -6.437 -1.330
H 3.526 -9.235 -0.929
H 3.210 -8.770 0.649
H 3.203 -7.522 -0.549
H 1.174 -5.147 -2.958
H 2.011 -6.604 -3.492
H 2.340 -5.926 -1.862
C 0.927 -2.677 -0.674
O 1.291 -1.358 -0.581
P 0.257 -0.207 -0.098
O -0.384 -0.463 1.205
O 1.047 1.173 -0.186
C 1.747 1.454 -1.348
O -0.911 -0.100 -1.270
C -1.936 0.849 -1.234
H -0.019 -2.983 -0.227
H 1.738 -3.178 -0.146
H 0.957 -2.907 -1.739
H 2.716 1.842 -1.034
H 1.180 2.225 -1.870
H 1.926 0.620 -2.026
H -1.570 1.702 -1.805
H -2.224 1.120 -0.218
H -2.813 0.391 -1.693
C 2.372 6.074 -7.940
O 1.135 6.090 -7.191
P 0.276 4.733 -6.889
O -1.071 5.004 -6.309
O 0.279 4.000 -8.347
C -0.671 4.342 -9.315
O 1.324 3.915 -5.949
C 1.062 2.532 -5.607
H 2.908 6.892 -7.460
H 2.243 6.256 -9.007
H 3.017 5.196 -7.903
H -1.381 3.517 -9.366
H -0.212 4.257 -10.300
H -1.164 5.313 -9.368
H 1.102 2.555 -4.518
H 1.837 1.818 -5.884
H 0.124 2.138 -5.998
C 3.845 7.880 -0.677
O 3.105 6.849 -1.278
P 2.409 5.719 -0.325
O 1.377 6.171 0.611
O 1.854 4.638 -1.405
C 0.578 4.856 -2.062
O 3.745 5.091 0.271
C 3.695 4.138 1.328
H 4.583 8.248 -1.390
H 4.456 7.554 0.165
H 3.205 8.690 -0.325
H -0.228 4.179 -1.780
H 0.612 4.867 -3.152
H 0.260 5.895 -1.977
H 4.596 3.524 1.335
H 2.843 3.459 1.277
H 3.632 4.594 2.316
C 0.516 0.488 4.451
O 1.738 -0.082 4.891
P 1.802 -1.578 5.545
O 0.864 -1.901 6.673
O 1.613 -2.539 4.253
C 2.476 -2.300 3.168
O 3.383 -1.663 5.958
C 3.930 -1.639 7.299
H 0.517 0.487 3.361
H 0.423 1.480 4.894
H -0.324 -0.100 4.819
H 3.392 -1.774 3.437
H 2.011 -1.771 2.336
H 2.833 -3.263 2.804
H 3.163 -1.430 8.045
H 4.761 -0.951 7.451
H 4.323 -2.618 7.573
C -3.119 4.096 -3.566
O -1.873 3.667 -4.136
H -3.697 3.253 -3.185
H -3.036 4.834 -2.768
H -3.694 4.527 -4.385
H -1.577 4.307 -4.787
C 4.494 -2.517 -1.431
O 5.474 -2.108 -2.389
H 3.567 -2.215 -1.918
H 4.531 -3.573 -1.163
H 4.678 -1.839 -0.597
H 5.661 -1.166 -2.395
C 3.721 -0.423 -4.997
O 3.804 -0.023 -6.360
H 3.432 -1.470 -4.903
H 4.613 -0.310 -4.380
H 2.923 0.127 -4.499
H 2.969 -0.188 -6.805
C -2.906 -0.102 -4.522
O -2.138 0.891 -5.207
H -2.205 -0.489 -3.783
H -3.644 0.532 -4.030
H -3.332 -0.876 -5.161
H -2.192 1.768 -4.819
C 0.099 -1.995 -4.709
O 1.028 -3.007 -4.223
H -0.954 -2.274 -4.683
H 0.202 -1.094 -4.104
H 0.353 -1.836 -5.757
H 0.966 -3.724 -4.859
C -2.931 -2.288 -0.552
O -2.547 -3.629 -0.840
H -2.806 -1.738 -1.485
H -4.000 -2.228 -0.347
H -2.359 -1.889 0.285
H -2.973 -4.297 -0.297
*
```

Results
Lowest unoccupied orbital energy (hartree): 0.007
Relative energy (zero: lowest compared OMol25 entry of this formula, charge and spin) (kcal per mole): 0.0
DFT total energy (a.u.): -6791.092308
HOMO-LUMO gap (eV): 9.9084